Entry 1:
Entry from the OMol25 dataset: a cluster of 2 separate species, C2H7N2S in total (ωB97M-V/def2-TZVPD).

Computed properties:
gap between HOMO and LUMO = 0.25990 hartree
HOMO level = -2.78 eV
charge = -1

Last column: natural (NBO) charge in e.
Atoms and positions in Å:
C -2.32 -0.81 -1.47  -0.728
S -0.61 -0.24 -1.99  -0.713
H -2.69 0.19 -1.32  0.202
H -2.37 -1.47 -0.62  0.175
H -2.80 -1.33 -2.31  0.179
N 1.03 0.77 0.41  -0.849
C 2.04 0.21 1.09  0.297
N 2.27 0.34 2.36  -0.818
H 0.37 1.31 0.95  0.362
H 0.67 0.45 -0.56  0.429
H 2.80 -0.33 0.55  0.155
H 1.61 0.89 2.91  0.310

Entry 2:
Entry from the OMol25 dataset: a structure of composition C31H28CrN4O3PS2Se2 (ωB97M-V/def2-TZVPD).

Computed properties:
multiplicity = 5
gap between HOMO and LUMO (spin up / spin down) = 0.25177 / 0.21833 hartree
HOMO level (spin up / spin down) = -4.85 / -4.73 eV
charge = -1

Last column: Löwdin spin population.
Atoms and positions in Å:
Cr 0.55 1.01 0.52  2.974
Se 2.84 1.84 1.01  0.826
P 0.15 -0.36 2.47  -0.028
Se -1.83 -1.19 2.48  -0.012
C 1.33 -1.75 2.74  -0.004
C 0.91 -3.01 3.14  -0.002
C 1.84 -3.99 3.43  0.000
C 3.19 -3.72 3.31  -0.001
C 3.61 -2.47 2.87  0.000
C 2.68 -1.49 2.58  0.000
C 0.38 0.50 4.08  -0.003
C 1.52 1.26 4.28  0.016
C 1.71 1.94 5.47  0.002
C 0.76 1.86 6.48  -0.001
C -0.37 1.09 6.29  0.001
C -0.57 0.42 5.10  -0.002
H -0.15 -3.22 3.24  0.000
H 1.51 -4.97 3.75  0.000
H 3.92 -4.48 3.56  0.000
H 4.67 -2.26 2.76  0.000
H 3.02 -0.53 2.22  0.003
H 2.26 1.36 3.50  0.022
H 2.59 2.54 5.60  0.000
H 0.90 2.40 7.41  0.000
H -1.12 1.02 7.07  0.000
H -1.47 -0.17 4.95  -0.001
O -1.45 0.37 -0.35  0.002
C -1.29 -0.68 -1.33  0.002
C 0.15 -1.33 -1.14  0.007
O 0.41 -2.36 -1.73  0.009
O 0.92 -0.67 -0.39  0.040
C -2.43 -1.67 -1.18  0.000
C -3.69 -1.25 -1.58  0.000
C -4.79 -2.07 -1.42  0.000
C -4.64 -3.33 -0.85  0.000
C -3.39 -3.74 -0.43  0.000
C -2.28 -2.92 -0.59  0.000
C -1.30 -0.11 -2.73  0.000
C -1.51 1.24 -2.96  0.000
C -1.52 1.74 -4.25  0.000
C -1.34 0.88 -5.32  0.000
C -1.13 -0.47 -5.10  0.000
C -1.11 -0.97 -3.81  0.000
H -1.99 -0.01 0.38  0.001
H -3.82 -0.27 -2.02  0.000
H -5.77 -1.73 -1.73  0.000
H -5.50 -3.97 -0.71  0.000
H -3.27 -4.71 0.03  0.000
H -1.32 -3.25 -0.25  0.000
H -1.68 1.91 -2.12  0.000
H -1.67 2.79 -4.42  0.000
H -1.38 1.27 -6.33  0.000
H -0.97 -1.13 -5.94  0.000
H -0.93 -2.02 -3.63  0.000
S -1.15 4.04 3.54  0.064
C -0.59 3.12 2.39  0.044
N -0.20 2.48 1.47  0.011
C 2.40 0.93 -5.10  0.000
C 3.10 1.79 -4.05  0.000
C 2.14 2.22 -3.01  0.005
N 1.64 1.49 -2.10  0.014
N 0.82 2.12 -1.25  0.000
C 0.66 3.39 -1.52  0.004
N -0.16 4.22 -0.85  0.003
S 1.56 3.89 -2.93  0.002
H 3.11 0.58 -5.84  0.000
H 1.62 1.50 -5.61  0.000
H 1.93 0.07 -4.61  0.000
H 3.52 2.69 -4.52  0.000
H 3.90 1.22 -3.58  0.000
H -0.45 3.89 0.07  0.000
H 0.03 5.21 -0.93  0.000

Entry 3:
Entry from the OMol25 dataset: a structure of composition C33H38N4Y (ωB97M-V/def2-TZVPD).

Computed properties:
gap between HOMO and LUMO (spin up / spin down) = 0.18824 / 0.12428 hartree
HOMO level (spin up / spin down) = -2.65 / -1.01 eV
charge = -1

Last column: Mulliken charge in e.
Atoms and positions in Å:
Y 0.37 -0.10 1.10  -0.747
N -1.44 -3.04 2.91  -0.451
N 2.95 -1.74 -0.03  -0.444
C 0.57 2.52 1.14  0.641
C 1.92 2.07 1.23  0.825
C 2.08 1.35 2.45  0.261
C 3.30 0.62 2.89  -1.981
H 4.07 0.64 2.11  0.379
H 3.09 -0.44 3.11  0.270
H 3.71 1.08 3.80  0.381
C 0.82 1.37 3.14  0.941
C 0.52 0.67 4.41  -1.424
H 0.46 1.37 5.26  0.372
H 1.29 -0.08 4.64  0.345
H -0.44 0.12 4.37  0.134
C -0.12 2.10 2.33  0.853
C -1.54 2.34 2.69  -1.288
H -1.99 1.46 3.17  0.292
H -2.15 2.55 1.80  0.299
H -1.64 3.18 3.39  0.318
C 3.03 2.32 0.27  -1.566
H 3.80 2.99 0.70  0.314
H 2.69 2.75 -0.68  0.405
H 3.54 1.37 0.03  0.152
C -0.05 3.22 -0.03  -1.391
H -1.06 2.84 -0.25  0.226
H 0.55 3.06 -0.94  0.067
H -0.13 4.31 0.14  0.372
C -2.33 -3.98 2.65  -0.218
H -3.20 -4.03 3.32  0.381
C -2.21 -4.89 1.57  -0.608
H -2.96 -5.67 1.47  0.334
C -1.14 -4.73 0.68  -0.236
H -1.04 -5.38 -0.19  0.403
C -0.18 -3.76 0.94  -0.078
H 0.69 -3.58 0.31  0.370
C -0.31 -2.93 2.12  -0.003
C 0.60 -1.90 2.44  -0.428
H 1.14 -2.00 3.38  0.354
C 1.98 -0.95 -0.45  0.018
C 3.62 -2.29 -1.10  -1.204
H 4.40 -3.01 -0.97  0.469
C 3.09 -1.77 -2.26  -0.073
H 3.33 -1.94 -3.29  0.431
N 2.05 -0.95 -1.85  0.875
C 1.19 -0.16 -2.68  -0.394
C 1.69 1.04 -3.22  1.421
C 0.81 1.87 -3.92  -0.960
H 1.19 2.81 -4.34  0.249
C -0.53 1.52 -4.12  1.129
C -1.43 2.36 -4.96  -1.475
H -2.34 2.65 -4.41  0.305
H -1.76 1.81 -5.86  0.319
H -0.92 3.27 -5.29  0.362
C -1.01 0.34 -3.54  -0.986
H -2.05 0.05 -3.66  0.354
C -0.17 -0.50 -2.79  0.883
C -0.74 -1.76 -2.18  -1.285
H -0.64 -2.61 -2.87  0.417
H -1.80 -1.62 -1.97  0.354
H -0.26 -2.06 -1.24  0.036
C 3.11 1.46 -3.05  -1.958
H 3.70 1.23 -3.95  0.369
H 3.61 0.99 -2.20  0.266
H 3.16 2.55 -2.92  0.467
C -4.85 -0.32 0.20  -0.537
C -3.94 0.25 -0.71  -1.084
C -2.60 0.34 -0.35  -0.396
N -2.12 -0.15 0.82  0.690
C -3.01 -0.66 1.72  -0.288
C -4.37 -0.76 1.44  -1.074
H -5.90 -0.39 -0.04  0.360
H -4.26 0.64 -1.68  0.489
H -1.87 0.82 -1.03  0.665
H -2.62 -1.01 2.68  0.543
H -5.03 -1.16 2.20  0.416

Going through the records in order, we get energy relative to the best compared isomer or geometry (same formula, charge and spin) values of 50.6; 196.0; 27.2 kJ/mol.